*a*
A 2-piece molecular cluster, C3H5N2O overall, computed with the ωB97M-V functional and the def2-TZVPD basis.

E_LUMO (spin up / spin down) ... -0.2593 / -0.2037 Ha
2S+1 ... 1
Charge ... +1
Frontier orbital gap (spin up / spin down) ... 6.81 / 8.53 eV
E_HOMO (spin up / spin down) ... -13.9 / -14.1 eV

Each line ends with the Löwdin charge.
Atoms and positions in Å:
C -0.03 -1.51 -0.05  -0.006
C 1.21 0.68 -0.11  -0.031
C -1.18 0.52 -0.12  -0.054
N 1.06 -0.80 -0.02  0.047
N -1.23 -0.82 -0.14  0.074
O -0.13 1.22 -0.09  0.068
H 1.89 0.89 0.79  0.181
H 1.58 1.13 -0.98  0.129
H -3.04 1.50 0.58  0.275
H 1.90 -1.36 0.18  0.166
H -2.01 -1.45 -0.05  0.153

---

*b*
An isolated ion of composition C3H5N2O and charge +1, computed with the ωB97M-V functional and the def2-TZVPD basis.

E_LUMO ... -0.1839 Ha
2S+1 ... 1
Charge ... +1
Frontier orbital gap ... 9.59 eV
E_HOMO ... -14.6 eV

Each line ends with the Löwdin charge.
Atoms and positions in Å:
C 0.06 0.80 0.67  -0.021
C -0.18 -1.43 1.24  -0.232
C -0.09 -0.99 -0.82  0.059
N -0.04 -0.13 1.63  0.153
N 0.03 0.40 -0.57  0.047
O -0.37 -2.47 1.74  0.221
H 0.17 1.84 0.93  0.181
H 0.78 -1.44 -1.28  0.106
H -1.04 -1.32 -1.21  0.106
H 0.00 0.12 2.62  0.194
H 0.15 1.06 -1.33  0.186

---

*c*
An isolated ion of composition C3H5N2O and charge +1, computed with the ωB97M-V functional and the def2-TZVPD basis.

SMILES ... [O-][N+]1=CC[NH+]=C1
E_LUMO (spin up / spin down) ... -0.2715 / -0.2715 Ha
2S+1 ... 1
Charge ... +1
Frontier orbital gap (spin up / spin down) ... 7.04 / 7.04 eV
E_HOMO (spin up / spin down) ... -14.4 / -14.4 eV

Each line ends with the Löwdin charge.
Atoms and positions in Å:
C -0.59 0.57 -0.75  0.089
C 1.22 -0.60 -0.13  0.282
C -0.84 0.38 0.66  -0.145
N 0.37 -0.26 1.16  0.112
N 0.53 -0.03 -1.19  -0.245
O 0.90 -0.14 -2.36  0.039
H -1.23 1.15 -1.46  0.188
H 2.01 -1.17 0.15  0.128
H -1.11 1.37 1.15  0.180
H -1.84 -0.22 1.03  0.234
H 0.57 -1.05 1.74  0.139

---

Bottom line: *b*, by a margin of 102.7 kcal/mol.